Entry from the Open Molecules 2025 dataset: a structure of composition C11H17Cl2NO2SW at a distorted geometry (wB97M-V/def2-TZVPD).

XYZ file:
```
35
C11H17Cl2NO2SW (wB97M-V/def2-TZVPD)
C 0.332 -1.276 -1.003
C 1.201 -0.122 -1.046
C 0.376 1.051 -0.977
C 2.657 -0.191 -1.302
C -1.005 0.616 -1.042
C -1.038 -0.804 -0.987
C -2.257 -1.635 -1.006
C 0.744 -2.709 -1.012
C 0.795 2.455 -0.957
C -2.184 1.500 -1.079
W 0.006 -0.150 0.951
Cl 2.958 2.306 0.859
Cl 1.910 -0.988 1.960
O -0.954 1.472 1.554
H 3.027 -1.211 -1.166
H 3.161 0.505 -0.639
H 2.888 0.088 -2.337
H 1.747 2.530 -0.342
H 0.062 3.071 -0.435
H 1.056 2.870 -1.939
H -1.957 2.464 -0.620
H -3.029 1.037 -0.568
H -2.506 1.696 -2.108
H -3.055 -1.122 -0.476
H -2.081 -2.606 -0.547
H -2.607 -1.808 -2.027
H 1.714 -2.838 -0.504
H 0.843 -3.113 -2.035
H -0.017 -3.315 -0.495
H -0.753 1.863 2.439
O -1.099 -1.608 1.753
H -1.146 -1.605 2.743
S 0.724 1.829 4.436
C 0.011 0.394 4.830
N -0.523 -0.645 5.127
```

Properties
HOMO (alpha / beta) = -0.3 / -1.2 eV
spin multiplicity = 3
orbital gap (alpha / beta) = 0.192 / 0.226 Ha
ΔE to the lowest compared entry with this formula, charge and spin = 69.3 kJ/mol
charge = -2
energy = -54976.19721 eV

Entry from the Open Molecules 2025 dataset: a structure of composition C11H17ClINO2PTi at a distorted geometry (wB97M-V/def2-TZVPD).

XYZ file:
```
35
C11H17ClINO2PTi (wB97M-V/def2-TZVPD)
C -3.066 2.164 -5.044
C -3.207 0.789 -4.678
H -3.805 2.428 -5.830
H -2.012 2.316 -5.388
H -3.216 2.753 -4.107
O -3.461 -0.336 -4.505
I -2.220 1.493 -1.369
Ti 0.134 0.977 -0.571
P 1.420 -0.542 -1.879
C 1.515 -2.319 -1.546
C 1.147 -0.497 -3.667
H 3.252 1.056 -1.763
H 3.731 -0.488 -2.539
H 3.596 -0.334 -0.744
C 3.171 -0.032 -1.708
H 0.915 0.520 -3.990
H 2.053 -0.860 -4.169
H 1.989 -2.799 -2.403
H 0.519 -2.738 -1.386
H 0.297 -1.136 -3.928
H 2.110 -2.513 -0.654
C -0.929 -0.960 -0.068
O -1.695 -1.771 0.228
Cl 1.383 2.784 -1.191
C 2.784 0.815 3.473
C 1.892 1.852 3.199
C 1.025 1.745 2.114
N 1.014 0.641 1.325
C 1.813 -0.416 1.641
C 2.728 -0.333 2.686
H 3.494 0.893 4.301
H 1.850 2.750 3.812
H 0.322 2.538 1.844
H 1.723 -1.319 1.033
H 3.370 -1.199 2.852
```

Properties
HOMO = -19.4 eV
orbital gap = 0.267 Ha
ΔE to the lowest compared entry with this formula, charge and spin = 0.0 kJ/mol
charge = +3
energy = -70267.99207 eV

Entry from the Open Molecules 2025 dataset: a structure of composition C11H17CuIN2S2 at a distorted geometry (wB97M-V/def2-TZVPD).

XYZ file:
```
34
C11H17CuIN2S2 (wB97M-V/def2-TZVPD)
C 2.900 0.460 -0.145
C -0.182 -3.459 0.306
H 3.542 1.160 -0.694
H 3.386 0.097 0.767
H 1.916 0.889 0.091
H -1.252 -3.192 0.301
H 0.064 -4.161 -0.502
H 0.124 -3.851 1.294
Cu 0.933 -1.859 0.193
C 0.779 -1.125 2.038
H -0.076 -1.680 2.447
H 0.558 -0.058 1.904
H 1.706 -1.289 2.610
I 2.644 -1.173 -1.532
C -1.119 -2.511 -2.569
C -1.615 -1.296 -1.879
N -0.936 -0.460 -1.141
C -1.682 0.666 -0.804
C -3.013 0.592 -1.221
S -3.320 -0.834 -2.116
C -1.098 1.828 -0.167
C -1.554 3.131 -0.355
S -0.654 4.264 0.583
C 0.348 2.913 1.153
N -0.005 1.752 0.687
C 1.481 3.161 2.080
H -1.416 -3.410 -2.016
H -1.576 -2.542 -3.567
H -0.029 -2.453 -2.657
H -3.749 1.352 -0.993
H -2.366 3.391 -1.026
H 1.218 4.020 2.710
H 1.651 2.275 2.708
H 2.394 3.403 1.511
```

Properties
HOMO (alpha / beta) = -6.8 / -7.6 eV
spin multiplicity = 2
orbital gap (alpha / beta) = 0.255 / 0.281 Ha
ΔE to the lowest compared entry with this formula, charge and spin = 19.8 kJ/mol
charge = 0
energy = -89071.05715 eV

Entry from the Open Molecules 2025 dataset: a cluster of 2 separate species, C11H17F3IN2O3 in total at a distorted geometry (wB97M-V/def2-TZVPD).

XYZ file:
```
37
C11H17F3IN2O3 (wB97M-V/def2-TZVPD)
N -3.602 -0.996 -0.216
C -2.320 -0.596 -0.588
O -1.529 -1.374 -1.122
C -1.953 0.855 -0.373
C -1.717 1.297 1.075
C -1.057 0.265 1.995
C -0.754 0.967 3.292
N -0.789 0.182 4.294
C -1.134 -1.197 3.884
I 0.603 -2.419 3.702
C -1.855 -0.918 2.571
H -4.036 -0.394 0.470
H -3.590 -1.946 0.126
H -1.080 1.061 -0.972
H -2.754 1.462 -0.787
H -2.619 1.689 1.535
H -1.017 2.122 1.019
H -0.067 -0.049 1.662
H -0.547 2.023 3.338
H -0.597 0.498 5.236
H -1.744 -1.646 4.653
H -2.898 -0.677 2.723
H -1.774 -1.838 2.006
C 1.286 -1.304 -3.008
C 1.862 -0.205 -3.872
O 2.553 0.770 -3.061
C 3.780 0.454 -2.687
O 4.385 -0.534 -2.956
C 4.360 1.597 -1.835
F 3.470 2.012 -0.924
F 4.671 2.632 -2.610
F 5.445 1.199 -1.200
H 0.649 -0.885 -2.232
H 0.690 -1.988 -3.611
H 2.076 -1.875 -2.521
H 1.072 0.352 -4.370
H 2.532 -0.594 -4.637
```

Properties
HOMO = -13.0 eV
orbital gap = 0.298 Ha
charge = +1
energy = -37052.27601 eV

Entry from the Open Molecules 2025 dataset: a structure of composition C11H17HgN4SeTe at a distorted geometry (wB97M-V/def2-TZVPD).

XYZ file:
```
35
C11H17HgN4SeTe (wB97M-V/def2-TZVPD)
Hg 2.071 -1.027 1.249
N 6.060 0.390 2.336
N 5.101 0.417 1.275
H 7.093 0.326 2.148
H 5.802 -0.310 3.052
H 5.469 0.339 0.330
H 4.506 1.216 1.371
Te 1.945 0.056 -1.455
C 1.377 -1.736 -2.363
C 2.354 -2.758 -2.492
C 2.021 -3.864 -3.219
C 0.716 -4.083 -3.687
C -0.307 -3.134 -3.427
C 0.007 -1.983 -2.760
H 3.345 -2.747 -2.001
H 2.761 -4.623 -3.327
H 0.495 -5.058 -4.102
H -1.340 -3.344 -3.792
H -0.719 -1.211 -2.452
C -3.255 -0.320 0.841
N -3.331 1.050 1.138
C -4.429 1.889 0.893
C -4.061 3.171 1.147
N -2.791 3.144 1.670
C -2.239 4.240 2.448
C -2.254 1.852 1.525
Se -0.572 1.212 1.909
H -2.488 -0.703 1.512
H -2.786 -0.554 -0.142
H -4.222 -0.877 0.929
H -5.377 1.522 0.526
H -4.570 4.107 1.009
H -3.090 4.651 3.012
H -1.783 4.987 1.740
H -1.512 3.761 3.158
```

Properties
HOMO (alpha / beta) = -6.9 / -7.2 eV
spin multiplicity = 2
orbital gap (alpha / beta) = 0.277 / 0.211 Ha
ΔE to the lowest compared entry with this formula, charge and spin = 64.6 kJ/mol
charge = 0
energy = -94454.49580 eV

Entry from the Open Molecules 2025 dataset: the ion C11H17N2O2 with charge +1 at a distorted geometry (wB97M-V/def2-TZVPD).

XYZ file:
```
32
C11H17N2O2 (wB97M-V/def2-TZVPD)
C -2.435 -1.026 -0.502
C -3.023 1.250 0.335
C 3.511 -0.237 -0.323
C 2.937 -0.447 1.080
C 2.885 0.907 -1.124
C 1.467 -0.892 1.091
C 1.412 0.664 -1.478
C -3.283 -0.083 0.543
C 0.583 0.323 0.959
C 0.550 1.090 -0.316
C -4.791 -0.370 0.371
N -1.137 -0.731 -0.520
N -0.624 0.369 0.143
O -3.005 -1.894 -1.076
O -2.924 2.345 0.070
H 4.576 -0.024 -0.216
H 3.422 -1.163 -0.895
H 3.537 -1.207 1.581
H 3.029 0.478 1.654
H 2.972 1.840 -0.564
H 3.452 1.022 -2.047
H 1.300 -1.609 0.287
H 1.235 -1.397 2.031
H 1.133 1.243 -2.360
H 1.282 -0.392 -1.722
H -2.934 -0.428 1.524
H 0.458 0.879 1.882
H 0.407 2.164 -0.254
H -4.901 -1.440 0.210
H -5.196 0.144 -0.495
H -5.346 -0.074 1.255
H -0.549 -1.304 -1.124
```

Properties
HOMO = -13.4 eV
orbital gap = 0.330 Ha
ΔE to the lowest compared entry with this formula, charge and spin = 136.1 kJ/mol
charge = +1
energy = -18749.06918 eV

Entry from the Open Molecules 2025 dataset: the ion C11H17N2O2 with charge +1 at a distorted geometry (wB97M-V/def2-TZVPD).

XYZ file:
```
32
C11H17N2O2 (wB97M-V/def2-TZVPD)
C -4.844 -0.177 0.372
C -4.235 -1.426 0.394
C -4.149 0.931 -0.081
C -2.908 -1.504 0.096
C -2.835 0.840 -0.449
C -2.195 -0.473 -0.397
C 0.073 -1.079 0.035
C 1.834 1.634 0.078
C 3.727 -0.018 0.411
C 1.462 -0.784 -0.506
C 2.182 0.263 0.484
N -2.069 1.921 -0.918
N -0.105 -2.067 0.902
O -0.863 -0.413 -0.558
O 2.113 -2.011 -0.528
H -5.872 -0.113 0.667
H -4.733 -2.245 0.895
H -4.595 1.855 -0.077
H -2.498 -2.420 0.352
H 1.940 2.523 0.875
H 2.377 1.972 -0.780
H 0.703 1.636 0.028
H 4.105 -0.923 0.837
H 4.292 0.789 0.804
H 4.019 -0.056 -0.610
H 1.417 -0.212 -1.405
H 1.743 0.082 1.458
H -1.101 1.766 -0.992
H -2.544 2.818 -1.060
H 0.556 -2.854 1.050
H -0.983 -2.140 1.425
H 3.073 -1.927 -0.520
```

Properties
HOMO = -11.5 eV
orbital gap = 0.277 Ha
SMILES string = CC(C)[C@@H](O)C(=[NH2+])Oc1ccccc1N
ΔE to the lowest compared entry with this formula, charge and spin = 29.6 kJ/mol
charge = +1
energy = -18750.17370 eV

Molar mass per entry: 482.08, 436.46, 431.86, 409.17, 612.44, 209.27, 209.27 g/mol